a.
82
Properties=species:S:1:pos:R:3:mulliken_charge:R:1 method="wB97M-V/def2-TZVPD" spin_multiplicity=1 homo_ev=-5.15 charge=-1 molar_mass_g_mol=1014.21 lumo_ev=1.6
Hf 0.235 0.398 0.032 -0.03
C -5.530 -1.259 -1.363 -0.65
S -4.896 -0.538 0.164 -0.04
C -3.164 -0.555 -0.114 0.48
S -2.220 0.092 1.154 -0.49
N -2.746 -1.066 -1.223 -1.59
N -1.377 -1.028 -1.386 1.28
C -1.029 -1.626 -2.445 -0.97
C 0.375 -1.700 -2.807 0.79
C 0.809 -2.540 -3.822 -1.18
C 2.166 -2.645 -4.063 -0.47
C 3.037 -1.899 -3.286 -1.07
C 2.511 -1.069 -2.309 0.09
N 1.209 -0.966 -2.072 0.48
H -6.615 -1.151 -1.316 0.33
H -5.130 -0.718 -2.217 0.02
H -5.253 -2.309 -1.430 0.32
H -1.786 -2.079 -3.077 0.26
H 0.082 -3.109 -4.392 0.48
H 2.540 -3.308 -4.832 0.44
H 4.109 -1.949 -3.428 0.45
H 3.157 -0.463 -1.689 0.01
C -0.368 4.671 -0.740 -1.48
C -0.505 4.013 0.588 -0.10
N -0.249 2.764 0.928 0.69
C -0.462 2.682 2.281 0.17
C -0.877 3.878 2.773 -0.35
N -0.901 4.702 1.682 0.01
C -1.246 4.403 4.105 0.47
O -1.150 3.569 5.115 -0.57
O -1.611 5.554 4.217 -0.66
C -0.111 1.426 2.962 1.15
O -0.227 1.308 4.182 -0.89
O 0.356 0.530 2.171 -0.67
H 0.184 4.032 -1.417 0.19
H 0.156 5.625 -0.623 0.49
H -1.352 4.863 -1.173 0.23
H -1.171 5.669 1.732 0.21
H -0.815 2.671 4.808 0.43
C 3.623 1.126 2.120 -1.11
C 4.459 -0.038 1.590 0.45
C 5.052 0.268 0.211 -1.18
C 3.796 -1.418 1.649 0.14
C 4.636 -2.401 2.175 -0.88
C 4.231 -3.703 2.385 -1.46
C 2.913 -4.012 2.113 -0.85
C 2.020 -3.087 1.576 0.41
C 0.593 -3.601 1.441 0.39
C 0.115 -3.659 -0.007 -1.92
C -0.365 -2.827 2.353 -1.47
C 2.475 -1.774 1.255 0.46
O 1.705 -0.910 0.549 2.47
H 4.206 2.052 2.075 0.48
H 3.323 0.949 3.156 0.37
H 2.731 1.274 1.536 -0.10
H 5.305 -0.125 2.273 0.56
H 4.271 0.532 -0.502 0.08
H 5.612 -0.594 -0.170 0.30
H 5.737 1.121 0.274 0.43
H 5.651 -2.114 2.434 0.37
H 4.915 -4.447 2.778 0.37
H 2.545 -5.010 2.326 0.35
H 0.611 -4.629 1.808 0.69
H 0.222 -2.690 -0.467 0.50
H -0.938 -3.953 -0.063 0.46
H 0.710 -4.372 -0.588 0.35
H -0.366 -1.767 2.133 0.20
H -0.064 -2.937 3.399 0.38
H -1.389 -3.196 2.246 0.42
Br 1.983 1.966 -1.101 -0.42
F -6.918 2.121 -2.993 -0.36
C -5.605 2.027 -2.775 1.08
C -5.049 2.521 -1.617 -0.24
F -5.836 3.105 -0.708 -0.37
C -3.689 2.416 -1.402 -0.33
F -3.233 2.931 -0.262 -0.27
C -2.814 1.827 -2.319 0.69
S -1.077 1.742 -2.146 -0.32
C -3.429 1.329 -3.468 0.54
F -2.699 0.711 -4.401 -0.43
C -4.784 1.433 -3.705 -0.15
F -5.316 0.936 -4.830 -0.36

b.
82
Properties=species:S:1:pos:R:3:mulliken_charge:R:1 method="wB97M-V/def2-TZVPD" spin_multiplicity=1 homo_ev=-4.39 charge=-1 molar_mass_g_mol=1014.21 lumo_ev=1.1
Hf 0.703 -0.355 -0.181 -0.73
C 2.550 -1.518 -5.649 -0.91
S 1.444 -0.223 -5.079 0.07
C 2.049 0.086 -3.456 0.08
S 3.252 -0.773 -2.706 -0.14
N 1.478 1.181 -2.899 -1.27
N 1.645 1.181 -1.576 1.03
C 1.962 2.283 -0.958 -0.90
C 2.461 2.114 0.396 0.76
C 2.989 3.158 1.153 -1.13
C 3.619 2.849 2.346 -0.26
C 3.714 1.524 2.752 -1.37
C 3.117 0.546 1.972 0.20
N 2.485 0.840 0.839 0.30
H 2.276 -1.710 -6.688 0.37
H 2.424 -2.421 -5.058 0.22
H 3.588 -1.199 -5.591 0.32
H 2.117 3.199 -1.518 0.39
H 2.925 4.175 0.791 0.51
H 4.048 3.637 2.952 0.44
H 4.224 1.245 3.664 0.45
H 3.130 -0.508 2.234 0.58
C -0.983 3.357 1.165 -1.00
C -0.542 2.309 2.117 -0.80
N -0.072 1.120 1.801 2.15
C 0.125 0.453 2.974 -1.34
C -0.201 1.254 4.033 0.24
N -0.637 2.423 3.460 0.18
C -0.177 1.102 5.505 0.52
O 0.311 -0.022 5.972 -0.58
O -0.547 2.015 6.210 -0.65
C 0.568 -0.963 2.880 1.14
O 0.752 -1.637 3.894 -0.92
O 0.726 -1.339 1.671 0.54
H -0.518 3.184 0.197 -0.38
H -0.717 4.353 1.521 0.52
H -2.065 3.305 1.023 0.24
H -0.971 3.207 3.997 0.27
H 0.636 -0.633 5.233 0.43
C -1.323 0.840 -3.714 -1.51
C -1.862 2.019 -2.907 0.60
C -0.805 2.999 -2.403 -0.47
C -2.813 1.556 -1.816 0.17
C -4.127 1.994 -1.942 -0.87
C -5.129 1.584 -1.085 -1.37
C -4.792 0.669 -0.111 -0.98
C -3.493 0.189 0.076 0.29
C -3.416 -0.831 1.215 0.63
C -3.295 -0.122 2.567 -1.85
C -2.395 -1.942 1.056 -1.59
C -2.455 0.685 -0.755 0.34
O -1.153 0.390 -0.548 1.48
H -0.672 1.191 -4.516 0.47
H -2.158 0.295 -4.160 0.36
H -0.763 0.134 -3.106 -0.05
H -2.486 2.594 -3.599 0.74
H -0.276 2.596 -1.542 -1.10
H -1.284 3.935 -2.101 0.50
H -0.062 3.209 -3.172 0.47
H -4.360 2.671 -2.756 0.38
H -6.146 1.938 -1.196 0.36
H -5.565 0.288 0.547 0.42
H -4.400 -1.308 1.210 0.69
H -2.415 0.516 2.594 0.46
H -3.214 -0.847 3.381 0.47
H -4.166 0.510 2.753 0.47
H -1.397 -1.527 1.088 0.00
H -2.500 -2.454 0.100 0.46
H -2.478 -2.671 1.864 0.44
Br 0.009 -2.342 -1.642 -0.47
F 1.545 -7.691 -1.278 -0.33
C 1.904 -6.450 -0.933 0.73
C 2.913 -5.796 -1.612 0.14
F 3.538 -6.415 -2.623 -0.32
C 3.274 -4.513 -1.246 0.10
F 4.264 -3.952 -1.942 -0.38
C 2.657 -3.817 -0.200 0.67
S 3.133 -2.180 0.176 -0.29
C 1.662 -4.526 0.473 -0.03
F 1.025 -3.979 1.504 -0.30
C 1.281 -5.807 0.117 -0.14
F 0.307 -6.435 0.790 -0.34

Winner for stability: a

a.
14
Properties=species:S:1:pos:R:3:lowdin_spin:R:1 method="wB97M-V/def2-TZVPD" spin_multiplicity=3 homo_ev="-13.47 / -17.58" charge=+1 s2=2.007 molar_mass_g_mol=86.11 lumo_ev="-5.5 / -8.2"
C 0.237 -0.429 -0.439 0.33
C 0.820 -1.805 -0.074 0.04
C -1.400 1.452 0.002 0.08
C -0.728 0.238 0.342 0.38
N 1.361 1.170 -0.115 0.55
O 2.263 0.887 0.476 0.53
H 0.111 -0.148 -1.469 0.01
H 1.967 -2.016 -0.256 0.01
H 0.360 -2.558 -0.770 0.02
H 0.413 -2.141 0.966 0.00
H -2.341 1.449 -0.476 0.03
H -1.529 1.915 1.052 0.01
H -0.731 2.095 -0.639 0.01
H -0.802 -0.109 1.401 0.01

b.
14
Properties=species:S:1:pos:R:3:lowdin_spin:R:1 method="wB97M-V/def2-TZVPD" spin_multiplicity=3 homo_ev="-11.07 / -16.63" charge=+1 s2=2.010 molar_mass_g_mol=86.11 lumo_ev="-3.6 / -9.3"
C 2.363 3.252 -0.302 1.34
C -0.782 1.017 0.244 0.01
C 0.079 -0.143 0.619 0.01
C -0.073 -1.500 -0.054 0.00
N 0.609 0.918 -0.252 0.07
O 3.158 3.914 0.162 0.48
H -0.945 1.705 1.108 0.00
H -1.609 1.084 -0.607 0.00
H 0.568 -0.188 1.576 0.00
H -1.180 -1.880 -0.099 0.00
H 0.314 -2.205 0.647 0.00
H 0.276 -1.512 -1.108 0.00
H 0.852 0.544 -1.205 0.00
H 1.339 1.593 -0.084 0.09

Winner for stability: a

a.
13
Properties=species:S:1:pos:R:3:nbo_charge:R:1 method="wB97M-V/def2-TZVPD" spin_multiplicity=1 homo_ev=-7.86 charge=0 molar_mass_g_mol=167.28 lumo_ev=-0.1
N -0.987 1.233 1.286 -0.77
C -0.157 0.873 0.281 0.03
S 0.663 1.815 -0.727 -0.06
C -0.115 -0.535 -0.134 0.30
N -1.203 -1.139 -0.450 -0.65
S -2.749 -0.594 -0.037 0.16
N 1.029 -1.112 -0.286 -0.68
S 2.784 -0.869 0.375 0.12
H -0.739 2.180 1.495 0.40
H -1.232 0.638 2.173 0.42
H -3.494 -1.420 -0.887 0.13
H 1.145 -2.139 -0.641 0.43
H 2.919 0.209 -0.649 0.18

b.
13
Properties=species:S:1:pos:R:3:nbo_charge:R:1 method="wB97M-V/def2-TZVPD" spin_multiplicity=1 homo_ev=-8.70 charge=0 molar_mass_g_mol=167.28 lumo_ev=-0.1 smiles="NNC(=S)S/C=N/S"
N -1.203 -0.556 1.228 -0.63
N -1.576 0.665 0.650 -0.44
C -0.769 1.737 0.426 -0.12
S -1.355 3.274 0.334 -0.08
S 0.972 1.410 0.275 0.33
C 0.933 -0.014 -0.766 -0.11
N 1.897 -0.849 -0.702 -0.55
S 1.880 -2.122 -1.839 0.18
H -0.825 -1.191 0.508 0.36
H -0.481 -0.426 1.909 0.36
H -2.519 0.892 0.777 0.40
H 0.104 -0.040 -1.488 0.19
H 2.942 -2.780 -1.313 0.13

Winner for stability: b

a.
7
Properties=species:S:1:pos:R:3:nbo_charge:R:1 method="wB97M-V/def2-TZVPD" spin_multiplicity=1 homo_ev=-9.46 charge=0 molar_mass_g_mol=126.92 lumo_ev=0.9 smiles=CPBr
C 0.265 -0.212 0.176 -0.98
P 0.343 -0.115 -1.594 0.56
Br -0.589 -2.002 -2.087 -0.24
H 1.103 -0.799 0.529 0.23
H -0.784 -0.485 0.686 0.24
H 0.393 0.887 0.446 0.24
H -0.855 0.523 -1.569 -0.06

b.
7
Properties=species:S:1:pos:R:3:nbo_charge:R:1 method="wB97M-V/def2-TZVPD" spin_multiplicity=1 homo_ev=-10.02 charge=0 molar_mass_g_mol=126.92 lumo_ev=0.6
C 0.992 -0.374 -0.256 -0.76
P 0.157 1.268 -0.204 0.36
Br 2.810 0.067 0.318 0.00
H 0.503 -1.313 0.329 0.25
H 1.148 -0.757 -1.237 0.22
H -1.422 0.586 -0.249 -0.04
H 0.447 1.143 1.137 -0.03

c.
7
Properties=species:S:1:pos:R:3:nbo_charge:R:1 method="wB97M-V/def2-TZVPD" spin_multiplicity=1 homo_ev="-9.26 / -8.89" charge=0 molar_mass_g_mol=126.92 lumo_ev="-0.8 / -0.8"
C -0.493 -0.012 -0.454 -0.65
P 0.165 0.206 1.172 0.35
Br 0.364 -1.085 -1.796 0.08
H -1.590 0.032 -0.629 0.22
H 0.159 1.899 -0.610 0.05
H -0.167 -1.203 1.597 -0.05
H 1.561 0.164 0.720 0.00

Winner for stability: a

a.
14
Properties=species:S:1:pos:R:3:nbo_charge:R:1 method="wB97M-V/def2-TZVPD" spin_multiplicity=1 homo_ev=-10.72 charge=0 molar_mass_g_mol=135.55 lumo_ev=0.7
O 3.774 -0.980 -0.112 -0.53
C 3.121 -0.044 -0.454 0.64
O 1.773 0.108 -0.326 -0.42
N 1.149 -1.018 0.270 -0.10
C -0.103 -0.805 0.366 0.08
C -0.838 0.434 -0.048 -0.51
C -2.287 0.422 0.320 -0.37
Cl -3.193 -0.884 -0.483 -0.07
H 3.545 0.854 -0.980 0.12
H -0.639 -1.602 0.792 0.21
H -0.364 1.306 0.428 0.25
H -0.717 0.595 -1.217 0.25
H -2.458 0.244 1.395 0.22
H -2.762 1.370 0.050 0.23

b.
14
Properties=species:S:1:pos:R:3:nbo_charge:R:1 method="wB97M-V/def2-TZVPD" spin_multiplicity=1 homo_ev=-11.16 charge=0 molar_mass_g_mol=135.55 lumo_ev=-1.3 smiles="O=[N+]([O-])C1(Cl)CCC1"
O -2.022 1.313 1.096 -0.34
N -1.618 0.961 0.014 0.47
O -1.938 1.433 -1.051 -0.35
C -0.622 -0.097 -0.004 0.32
Cl -1.865 -1.843 -0.032 -0.19
C 0.406 -0.196 1.089 -0.48
C 1.498 -0.192 -0.001 -0.39
C 0.409 -0.161 -1.095 -0.48
H 0.356 -1.114 1.663 0.26
H 0.389 0.648 1.775 0.25
H 2.138 0.686 0.015 0.22
H 2.112 -1.088 -0.015 0.22
H 0.394 0.707 -1.752 0.25
H 0.363 -1.057 -1.702 0.26

Winner for stability: a

a.
7
Properties=species:S:1:pos:R:3:nbo_charge:R:1 method="wB97M-V/def2-TZVPD" spin_multiplicity=1 homo_ev=-9.24 charge=0 molar_mass_g_mol=148.95 lumo_ev=-0.7
C -1.249 -0.268 -0.002 0.46
C 1.384 0.192 0.076 0.17
N -0.783 0.982 0.022 -0.41
N 0.475 0.990 0.140 -0.08
O -0.634 -1.334 0.028 -0.59
Br 3.059 -0.254 0.017 0.31
H -2.253 -0.307 -0.281 0.14

b.
7
Properties=species:S:1:pos:R:3:nbo_charge:R:1 method="wB97M-V/def2-TZVPD" spin_multiplicity=1 homo_ev=-9.31 charge=0 molar_mass_g_mol=148.95 lumo_ev=0.4 smiles=[O-][N+]#CBr.C#N
O 0.416 0.835 4.320 -0.40
N 1.252 0.528 3.578 0.20
C 1.930 0.301 2.615 -0.04
Br 3.197 0.179 1.376 0.25
C -0.702 0.381 1.123 0.09
N 0.109 -0.328 0.884 -0.34
H -1.509 1.035 1.457 0.24

Winner for stability: a